C36H57N9 | ωB97M-V with the def2-TZVPD basis set

## Properties
* frontier orbital gap: 8.2850 eV
* LUMO: 0.1 eV

Last column: Löwdin charge in e.
Cartesian coordinates (Å):
C1 -2.2275 -3.2751 7.4459  -0.13
C2 -1.6204 -4.4124 7.8774  -0.15
C3 -0.3259 -4.5334 7.3551  -0.10
N1 -0.1624 -3.3794 6.5994  -0.01
C4 -1.3265 -2.6646 6.5651  -0.14
H1 -3.2040 -2.8875 7.6961  0.09
H2 -2.0889 -5.1182 8.5473  0.09
H3 0.4420 -5.2821 7.4819  0.10
H4 0.6307 -3.2146 5.9962  0.14
H5 -1.3820 -1.7417 6.0070  0.10
C5 -0.9265 3.8831 -3.5002  -0.10
C6 -1.9941 3.0269 -3.0403  -0.12
C7 -1.8038 1.7686 -3.6183  -0.15
N2 -0.6074 1.7842 -4.2768  -0.01
C8 -0.0599 3.0500 -4.2414  -0.13
H6 -0.8013 4.9306 -3.2692  0.08
H7 -2.8550 3.3836 -2.4943  0.08
H8 -2.4437 0.9004 -3.6733  0.10
H9 -0.2426 0.9982 -4.7956  0.15
H10 0.8815 3.1908 -4.7516  0.10
C9 2.3343 -0.7127 -8.5908  -0.11
C10 2.9086 -1.1010 -7.3761  -0.15
C11 2.3310 -2.2962 -6.8648  -0.10
N3 1.3893 -2.6915 -7.8432  0.00
C12 1.3672 -1.7111 -8.8459  -0.13
H11 2.5030 0.1672 -9.1939  0.09
H12 3.6054 -0.5647 -6.7491  0.08
H13 2.4920 -2.8654 -5.9611  0.09
H14 0.7936 -3.5069 -7.8635  0.14
H15 0.7083 -1.8384 -9.6921  0.10
C13 -4.2987 1.7890 7.3959  -0.14
C14 -4.4422 2.7468 6.2842  -0.29
C15 -5.8521 3.2716 5.9935  -0.18
C16 -6.7451 2.2241 5.4995  -0.24
N4 -7.4058 1.3797 5.0751  0.14
H16 -4.6841 0.8341 7.0386  0.08
H17 -4.7409 2.1683 8.3172  0.08
H18 -3.2865 1.5816 7.7431  0.08
H19 -3.9357 2.2653 5.4477  0.11
H20 -3.7527 3.5459 6.5567  0.11
H21 -5.7971 3.9982 5.1829  0.12
H22 -6.3455 3.8096 6.8029  0.12
C17 -1.7646 -8.4155 -2.5746  -0.13
C18 -1.7957 -7.5704 -1.3429  -0.29
C19 -1.8660 -6.0050 -1.5086  -0.15
C20 -2.7564 -5.6776 -2.6736  -0.21
N5 -3.3552 -5.4533 -3.6745  0.13
H23 -2.7482 -8.2578 -3.0169  0.07
H24 -1.6809 -9.4310 -2.1876  0.08
H25 -0.9396 -8.2346 -3.2637  0.08
H26 -0.9432 -7.9597 -0.7862  0.10
H27 -2.5299 -7.9240 -0.6191  0.10
H28 -0.8534 -5.6335 -1.6656  0.11
H29 -2.2507 -5.6096 -0.5685  0.11
C21 6.8944 -0.7358 -2.5042  -0.11
C22 6.1201 0.4074 -1.8591  -0.27
C23 6.8530 1.7337 -1.6831  -0.19
C24 8.2808 1.5988 -1.2492  -0.20
N6 9.4358 1.4592 -0.9241  0.12
H30 7.8140 -0.9652 -1.9659  0.07
H31 7.1548 -0.4452 -3.5220  0.07
H32 6.2553 -1.6143 -2.5931  0.07
H33 5.9920 -0.0229 -0.8658  0.10
H34 5.1669 0.6342 -2.3367  0.11
H35 6.2865 2.4367 -1.0724  0.11
H36 6.9274 2.1114 -2.7028  0.11
C25 9.5847 6.1324 3.3341  -0.10
C26 8.0183 6.1508 3.5754  -0.22
C27 7.2653 6.2608 2.2419  -0.20
C28 5.8755 5.8067 2.2073  -0.24
N7 4.7914 5.4142 2.1682  0.13
H37 9.9565 7.0553 2.8889  0.07
H38 9.8715 5.3165 2.6707  0.07
H39 10.0907 6.0835 4.2983  0.06
H40 7.8117 6.9870 4.2433  0.10
H41 7.7233 5.2289 4.0765  0.10
H42 7.7143 5.6600 1.4510  0.12
H43 7.2045 7.2864 1.8780  0.12
C29 -1.5877 0.1028 1.0802  -0.11
C30 -0.2019 0.6944 1.4876  -0.23
C31 0.8582 0.8709 0.3021  -0.16
C32 0.9008 -0.2597 -0.6421  -0.22
N8 0.9783 -1.1070 -1.4777  0.12
H44 -1.4466 -0.9228 0.7393  0.07
H45 -2.0828 0.7010 0.3152  0.07
H46 -2.2504 0.1625 1.9435  0.06
H47 0.0960 0.0930 2.3464  0.09
H48 -0.3728 1.6767 1.9280  0.09
H49 1.8283 1.1373 0.7217  0.11
H50 0.5735 1.7693 -0.2456  0.11
C33 -8.1771 0.1259 -1.0914  -0.14
C34 -7.0068 0.2550 -1.9270  -0.25
C35 -6.9765 -0.7548 -3.1877  -0.17
C36 -7.6495 -0.2907 -4.3872  -0.25
N9 -8.1228 0.1263 -5.3608  0.13
H51 -8.5783 -0.8832 -0.9965  0.08
H52 -9.0064 0.7648 -1.3949  0.08
H53 -7.9956 0.3858 -0.0485  0.08
H54 -6.1276 0.1237 -1.2963  0.10
H55 -6.9170 1.2045 -2.4546  0.11
H56 -7.4313 -1.7345 -3.0410  0.11
H57 -5.9375 -0.9506 -3.4530  0.11

---

C2H5NO | ωB97M-V with the def2-TZVPD basis set

## Properties
* frontier orbital gap: 10.6619 eV
* LUMO: 0.9 eV

Last column: Löwdin charge in e.
Cartesian coordinates (Å):
N1 -0.0919 -0.3332 1.3086  0.01
C1 0.4464 0.2061 0.0670  -0.26
C2 -0.2811 -0.1894 -1.1833  -0.28
O1 -1.1076 -1.0521 -1.2852  0.06
H1 -1.0844 -0.3850 1.2195  0.06
H2 0.0803 0.3314 2.0469  0.06
H3 1.4335 -0.2228 -0.1562  0.12
H4 0.5837 1.2916 0.0829  0.11
H5 0.0213 0.3535 -2.1002  0.12

---

C2H7N2S3 | ωB97M-V with the def2-TZVPD basis set

## Properties
* frontier orbital gap (spin up / spin down): 3.2923 / 3.2915 eV
* net charge: +1
* LUMO (spin up / spin down): -5.4 / -5.4 eV

Last column: Löwdin charge in e.
Cartesian coordinates (Å):
C1 -7.0305 1.5597 -1.7472  -0.52
C2 3.0689 -3.0685 0.1859  -0.47
N1 -5.0366 2.0444 -0.5157  -0.54
N2 2.9320 -4.2529 0.7242  0.13
S1 -4.6533 3.5274 -1.2012  0.53
S2 -7.3502 2.7932 -2.6332  0.71
S3 3.1515 -1.4423 0.7447  1.01
H1 -6.9160 0.5401 -1.5016  -0.01
H2 2.8953 -3.1250 -0.8884  0.11
H3 -5.4199 2.2278 0.4069  -0.05
H4 3.1561 -4.4736 1.7549  0.19
H5 2.5138 -4.9821 0.1023  0.17
H6 -4.1969 2.8195 -2.3212  -0.11
H7 2.9220 -0.8648 -0.3413  -0.14

---

C3H16NO4 | ωB97M-V with the def2-TZVPD basis set

## Properties
* frontier orbital gap: 11.1007 eV
* net charge: +1
* LUMO: -2.7 eV

Last column: Löwdin charge in e.
Cartesian coordinates (Å):
C1 1.6172 0.8184 0.7307  -0.06
C2 0.2204 0.8380 1.2057  -0.32
C3 -0.4671 1.8553 1.6577  0.10
N1 -0.5506 -0.4602 0.9920  0.23
H1 2.1391 0.3739 1.5930  0.10
H2 2.0868 0.4829 -0.1901  0.09
H3 2.0987 1.8029 0.7094  0.10
H4 -1.5071 1.9053 1.9231  0.05
H5 0.0140 2.7480 2.0346  0.09
H6 -1.0098 -0.5138 0.0846  0.15
H7 -1.1892 -0.7042 1.7561  0.13
H8 0.2089 -1.1624 0.9861  0.09
H9 -3.3673 0.9660 2.1579  0.06
H10 -3.6412 -0.2706 2.9609  0.07
O1 -2.9388 0.1498 2.4507  -0.05
H11 -0.0405 -0.3154 -3.1422  0.00
H12 0.2012 0.9790 -2.3770  0.03
O2 -0.4049 0.2324 -2.4249  -0.07
H13 1.5182 -2.6288 2.0071  0.07
H14 2.1515 -2.9152 0.6582  0.08
O3 1.5634 -2.2986 1.1052  -0.03
H15 1.9112 -0.4600 -4.5789  0.06
H16 0.8082 -0.8581 -5.5193  0.07
O4 0.9817 -0.2801 -4.7660  -0.04

---

C48H33BaBrClF5IN5O4S3Si | ωB97M-V with the def2-TZVPD basis set

## Properties
* frontier orbital gap: 4.8695 eV
* net charge: -2
* LUMO: 3.1 eV

Last column: Löwdin charge in e.
Cartesian coordinates (Å):
Ba1 -0.5866 -0.1538 -0.2444  1.78
Cl1 4.0604 0.2849 6.2680  0.63
C1 2.9366 0.0034 4.9567  -0.67
C2 2.2934 -1.2294 4.8604  -0.12
C3 1.4505 -1.4856 3.8080  -0.01
C4 1.2395 -0.5336 2.7700  -0.39
O1 0.5148 -0.7974 1.7636  -0.41
C5 1.8823 0.7407 2.9159  -0.12
C6 1.7566 1.8368 1.9885  -0.11
N1 1.3655 1.8076 0.7537  0.05
C7 1.4302 3.0335 0.0438  -0.20
C8 1.8146 4.2520 0.5747  -0.02
C9 1.7995 5.4351 -0.1803  -0.08
C10 1.3954 5.4384 -1.4831  -0.06
C11 0.9998 4.2258 -2.0845  -0.16
C12 0.5471 4.1699 -3.4233  -0.03
C13 0.1792 2.9740 -3.9656  -0.04
C14 0.2856 1.8250 -3.1571  -0.14
N2 0.6834 1.8425 -1.9135  0.03
C15 1.0360 3.0175 -1.3388  -0.17
C16 2.7078 0.9853 4.0257  -0.08
H1 2.4682 -1.9866 5.6143  0.10
H2 0.9633 -2.4470 3.7128  0.11
H3 2.1212 2.7557 2.4437  0.08
H4 2.1045 4.3404 1.6097  0.09
H5 2.0974 6.3562 0.3048  0.10
H6 1.3572 6.3524 -2.0646  0.10
H7 0.4894 5.0925 -3.9902  0.11
H8 -0.1901 2.8836 -4.9779  0.10
H9 0.0115 0.8566 -3.5594  0.08
H10 3.1851 1.9517 4.1370  0.11
Br1 -5.2077 4.1025 3.4038  0.71
C17 -3.8849 2.9572 2.6763  -0.69
C18 -3.8444 1.6326 3.0509  -0.10
C19 -2.8550 0.8464 2.4824  -0.14
N3 -1.9594 1.3109 1.6281  -0.06
C20 -2.0107 2.5927 1.2810  -0.20
C21 -2.9616 3.4623 1.7852  -0.14
H11 -4.5478 1.2182 3.7571  0.10
H12 -2.7886 -0.2059 2.7346  0.12
H13 -1.2470 2.9448 0.5943  0.10
H14 -2.9606 4.5062 1.5078  0.11
N4 -0.9139 -3.2841 -2.5699  0.19
C22 -1.1034 -2.2471 -3.3964  -0.69
O2 -0.9235 -1.0877 -3.0638  -0.16
C23 -1.5882 -2.6556 -4.7760  -0.55
I1 -1.7893 -0.9894 -6.0650  0.84
H15 -0.6654 -3.0475 -1.6208  0.07
H16 -1.3856 -4.1592 -2.7225  0.09
H17 -2.5728 -3.1143 -4.6927  0.01
H18 -0.8810 -3.3442 -5.2305  0.04
O3 -4.5715 0.8769 -0.4980  -0.28
S1 -3.7098 0.3520 -1.5203  0.59
O4 -2.4280 1.0036 -1.6807  -0.51
N5 -3.4742 -1.2875 -1.3645  -0.12
C24 -4.1077 -1.8950 -2.3595  -0.88
S2 -4.2773 -3.5541 -2.5216  0.59
C25 -4.6817 -0.9977 -3.4097  -0.26
C26 -5.3366 -1.3386 -4.5848  -0.06
C27 -5.7874 -0.3120 -5.3985  -0.09
C28 -5.6027 1.0243 -5.0497  -0.08
C29 -4.9562 1.3698 -3.8718  -0.03
C30 -4.4997 0.3305 -3.0884  -0.23
H19 -5.4698 -2.3832 -4.8301  0.09
H20 -6.2937 -0.5463 -6.3268  0.10
H21 -5.9716 1.8002 -5.7085  0.10
H22 -4.8028 2.4016 -3.5870  0.12
C31 3.7894 -4.4946 2.3868  -0.13
C32 4.5710 -3.4544 1.9059  -0.11
C33 4.1836 -2.7556 0.7711  -0.12
C34 3.0015 -3.0475 0.0854  -0.38
C35 2.2259 -4.0884 0.6060  -0.15
C36 2.6112 -4.8134 1.7240  -0.12
Si1 2.3218 -1.9654 -1.3450  0.62
C37 2.4140 -3.1085 -2.8882  -0.37
C38 2.5135 -4.5023 -2.8769  -0.12
C39 2.4094 -5.2588 -4.0383  -0.12
C40 2.2172 -4.6432 -5.2676  -0.14
C41 2.1387 -3.2549 -5.3131  -0.13
C42 2.2276 -2.5145 -4.1453  -0.15
H23 4.0842 -5.0379 3.2769  0.09
H24 5.4835 -3.1798 2.4236  0.09
H25 4.8102 -1.9462 0.4124  0.08
H26 1.2762 -4.3294 0.1342  0.09
H27 1.9753 -5.6106 2.0939  0.09
H28 3.5230 -1.0861 -1.6360  -0.08
H29 2.6725 -5.0165 -1.9347  0.08
H30 2.4862 -6.3399 -3.9807  0.09
H31 2.1370 -5.2328 -6.1741  0.08
H32 1.9913 -2.7454 -6.2600  0.09
H33 2.1332 -1.4334 -4.2075  0.09
F1 1.6241 1.1494 8.9387  0.08
C43 1.1823 1.7139 7.7960  -0.18
C44 0.1533 1.1313 7.0748  -0.16
F2 -0.4017 -0.0091 7.5285  0.09
C45 -0.3042 1.7225 5.9147  -0.25
F3 -1.3193 1.1092 5.2838  0.06
C46 0.2306 2.9158 5.4020  -0.62
S3 -0.3943 3.6484 3.9629  0.57
C47 1.2875 3.4499 6.1483  -0.27
F4 1.8981 4.5795 5.7404  0.05
C48 1.7504 2.8806 7.3194  -0.18
F5 2.7578 3.4566 8.0048  0.08